(1)
Computed, not measured: a cluster of 2 separate species, C4H12NO2S in total in a non-equilibrium geometry, with ωB97M-V/def2-TZVPD.

Element x y z (Å)
C: -0.378 0.397 0.752
N: 0.799 -0.266 0.010
C: 1.417 -1.410 0.684
O: 0.484 -2.395 1.065
C: -1.315 1.079 -0.267
C: -2.053 0.136 -1.237
S: -1.844 -1.705 -1.076
H: -0.782 -0.280 1.570
H: 0.002 1.140 1.439
H: 0.223 -0.774 -0.707
H: 2.168 -1.881 -0.024
H: 1.990 -1.313 1.635
H: -0.709 1.896 -0.682
H: -2.016 1.598 0.393
H: -1.802 0.232 -2.308
H: -3.106 0.358 -1.069
H: -0.317 -2.377 0.502
H: 3.151 1.599 -0.291
H: 1.634 1.713 -0.202
O: 2.452 2.252 -0.190

Properties
**HOMO energy**: -3.115 eV
**HOMO-LUMO gap**: 6.9 eV
**Net charge**: -1
**DFT total energy**: -763.0385 a.u.

=====

(2)
Computed, not measured: a cluster of 2 separate species, C4H12NO2S in total in a non-equilibrium geometry, with ωB97M-V/def2-TZVPD.

Element x y z (Å)
O: -1.339 1.356 -0.500
C: -0.303 0.449 -0.998
C: 0.207 -0.507 0.027
C: 1.088 -0.019 1.116
C: 2.394 0.641 0.561
S: 3.197 -0.601 -0.554
N: -0.398 -1.741 0.066
H: 0.500 1.155 -1.210
H: -0.747 0.108 -1.934
H: 1.305 -0.864 1.763
H: 0.527 0.646 1.785
H: 2.179 1.517 -0.042
H: 3.110 0.777 1.366
H: 1.961 -0.995 -0.914
H: 0.092 -2.472 -0.440
H: -0.881 1.990 0.075
H: -1.416 -1.718 0.048
H: -3.371 0.678 -0.359
H: -4.334 -0.204 0.462
O: -3.770 -0.197 -0.317

Properties
**HOMO energy**: -13.623 eV
**HOMO-LUMO gap**: 6.5 eV
**Net charge**: +1
**DFT total energy**: -762.6680 a.u.

=====

(3)
Computed, not measured: a cluster of 2 separate species, C4H12NO3 in total in a non-equilibrium geometry, with ωB97M-V/def2-TZVPD.

Element x y z (Å)
C: 0.397 -1.264 1.297
O: 0.657 -0.164 2.124
C: 0.094 -0.808 -0.194
C: -0.038 0.835 -0.324
C: -1.264 1.418 0.788
O: 1.119 1.368 0.094
N: -1.111 -1.457 -0.650
H: -0.612 -1.656 1.684
H: 1.130 -2.017 1.389
H: 1.029 -1.236 -0.763
H: -0.438 1.264 -1.234
H: -0.933 2.350 1.084
H: -2.222 1.295 0.352
H: -1.086 0.892 1.743
H: 1.013 0.642 1.607
H: -1.026 -1.394 -1.657
H: -1.891 -1.123 -0.243
H: 1.337 -0.341 -2.477
H: 1.969 0.935 -1.870
O: 1.877 0.461 -2.749

Properties
**HOMO energy**: -3.337 eV
**HOMO-LUMO gap**: 7.4 eV
**Net charge**: -1
**DFT total energy**: -440.0363 a.u.

=====

(4)
Computed, not measured: a cluster of 2 separate species, C4H12NO3 in total in a non-equilibrium geometry, with ωB97M-V/def2-TZVPD.

Element x y z (Å)
C: 0.598 -0.803 -1.526
O: 1.741 -0.978 -0.617
C: -0.428 0.077 -0.885
C: -1.344 -0.796 -0.059
C: -2.455 -0.031 0.811
O: -2.428 1.209 0.866
N: 0.273 1.201 -0.152
H: 0.174 -1.799 -1.813
H: 0.850 -0.312 -2.500
H: 2.367 -1.580 -1.140
H: -1.025 0.690 -1.784
H: -0.760 -1.480 0.667
H: -1.929 -1.548 -0.677
H: -3.037 -0.755 1.463
H: -0.386 1.796 0.358
H: 0.930 0.899 0.596
H: 0.676 1.655 -0.893
H: 1.633 0.579 2.984
H: 2.780 1.131 2.228
O: 1.768 0.846 2.072

Properties
**HOMO energy**: -13.912 eV
**HOMO-LUMO gap**: 10.8 eV
**Net charge**: +1
**DFT total energy**: -439.7963 a.u.

=====

(5)
Computed, not measured: a cluster of 2 separate species, C4H12NO3 in total in a non-equilibrium geometry, with ωB97M-V/def2-TZVPD.

Element x y z (Å)
O: -2.175 0.383 -0.957
C: -1.701 -0.468 -0.263
C: -0.561 -0.153 0.680
C: 0.392 -1.315 1.033
C: 1.169 -0.895 2.312
O: 1.226 -1.464 -0.075
N: 0.281 0.936 0.089
H: -2.172 -1.461 -0.193
H: -0.938 0.280 1.606
H: -0.202 -2.183 1.312
H: 1.336 0.152 2.544
H: 0.669 -1.397 3.145
H: 2.136 -1.401 2.334
H: 2.013 -1.990 0.103
H: 0.990 0.474 -0.497
H: 0.740 1.552 0.728
H: -0.298 1.531 -0.515
H: 1.591 2.496 -2.681
H: 0.288 3.122 -2.992
O: 0.659 2.417 -2.445

Properties
**HOMO energy**: -14.584 eV
**HOMO-LUMO gap**: 11.1 eV
**Net charge**: +1
**DFT total energy**: -439.8278 a.u.

=====

(6)
Computed, not measured: a structure of composition C4H12NO3 in a non-equilibrium geometry, with ωB97M-V/def2-TZVPD.

Element x y z (Å)
C: 1.844 -0.412 -1.018
C: 1.555 0.035 0.412
C: -1.288 -0.774 0.243
C: 0.219 0.528 0.733
N: -1.350 -0.602 -1.154
O: -2.449 -0.164 0.688
O: -0.202 1.529 -0.178
O: -0.187 0.810 1.985
H: 2.793 -0.809 -1.258
H: 1.737 0.503 -1.542
H: 1.108 -1.086 -1.339
H: 1.722 -0.850 1.166
H: 2.271 0.698 0.768
H: -1.092 -1.709 0.732
H: -0.934 0.384 -1.248
H: -2.381 -0.537 -1.478
H: -0.633 -1.176 -1.708
H: -2.140 0.257 1.509
H: -1.038 2.066 0.119
H: 0.445 1.308 2.569

Properties
**HOMO energy**: -13.529 eV
**HOMO-LUMO gap**: 10.4 eV
**Net charge**: +1
**DFT total energy**: -439.7574 a.u.

=====

(7)
Computed, not measured: an isolated molecule of C4H12NOP in a non-equilibrium geometry, with ωB97M-V/def2-TZVPD.

Element x y z (Å)
C: -0.385 1.969 -1.705
C: -0.954 0.538 -1.424
P: 0.427 -0.308 -0.434
N: 1.402 0.873 0.349
O: 1.298 -1.192 -1.271
C: -0.495 -1.108 0.893
C: 0.424 -1.812 1.812
H: -0.262 2.158 -0.602
H: 0.496 1.830 -2.401
H: -0.970 2.782 -2.142
H: -1.084 -0.171 -2.361
H: -1.840 0.507 -0.791
H: 1.367 0.902 1.401
H: 2.330 0.645 0.089
H: -1.169 -0.378 1.496
H: -1.165 -1.772 0.332
H: 0.896 -2.730 1.371
H: 1.269 -1.228 2.250
H: -0.171 -1.944 2.725

Properties
**Structure (SMILES)**: CCP(N)(=O)CC
**HOMO energy**: -9.680 eV
**HOMO-LUMO gap**: 10.4 eV
**Net charge**: 0
**DFT total energy**: -630.9649 a.u.

=====

(8)
Computed, not measured: an isolated molecule of C4H12NOP in a non-equilibrium geometry, with ωB97M-V/def2-TZVPD.

Element x y z (Å)
C: 0.838 0.763 1.347
C: 0.379 -0.220 0.250
C: 1.167 -1.552 0.409
C: 0.507 0.427 -1.146
P: -1.601 -0.092 0.530
N: -1.949 1.357 -0.210
O: -1.968 -1.073 -0.736
H: 0.077 1.413 1.473
H: 1.064 0.279 2.202
H: 1.815 1.298 1.194
H: 1.059 -2.095 -0.455
H: 0.662 -2.071 1.143
H: 2.182 -1.420 0.604
H: -0.418 0.278 -1.796
H: 0.798 1.394 -1.110
H: 1.382 0.001 -1.716
H: -2.881 1.652 -0.178
H: -1.432 1.615 -1.047
H: -1.680 -1.953 -0.758

Properties
**Structure (SMILES)**: CC(C)(C)P(N)O
**HOMO energy**: -8.309 eV
**HOMO-LUMO gap**: 9.2 eV
**Net charge**: 0
**DFT total energy**: -630.9265 a.u.

=====

(9)
Computed, not measured: a cluster of 2 separate species, C4H12NOS in total in a non-equilibrium geometry, with ωB97M-V/def2-TZVPD.

Element x y z (Å)
C: 1.578 0.097 0.182
C: 1.491 1.343 1.001
S: 1.432 2.922 -0.078
C: 0.251 -0.612 -0.077
N: -0.570 -0.115 -1.205
C: -1.518 0.914 -0.813
H: 2.088 0.331 -0.766
H: 2.289 -0.676 0.540
H: 2.349 1.607 1.616
H: 0.560 1.517 1.533
H: 0.342 -1.672 -0.340
H: -0.384 -0.658 0.810
H: 0.029 0.268 -1.925
H: -2.206 0.433 -0.067
H: -2.350 1.032 -1.517
H: -1.054 1.805 -0.372
H: -2.001 -2.400 0.066
H: -0.697 -3.200 0.664
O: -1.630 -2.937 0.747

Properties
**HOMO energy**: -2.410 eV
**HOMO-LUMO gap**: 5.8 eV
**Net charge**: -1
**DFT total energy**: -687.7686 a.u.

=====

(10)
Computed, not measured: a cluster of 2 separate species, C4H12NOS in total in a non-equilibrium geometry, with ωB97M-V/def2-TZVPD.

Element x y z (Å)
C: -0.932 -0.849 1.799
C: 0.548 -0.707 1.516
C: 0.923 0.760 1.356
S: 2.656 0.886 0.858
H: -1.267 -1.874 1.999
H: -1.479 -0.459 0.895
H: -1.235 -0.237 2.662
H: 1.180 -1.173 2.286
H: 0.830 -1.152 0.558
H: 0.766 1.275 2.312
H: 0.252 1.156 0.588
H: 2.568 1.909 -0.015
N: 0.155 -0.218 -2.741
C: -1.102 0.428 -2.195
O: -1.226 0.247 -0.871
H: 0.341 -1.004 -2.127
H: -0.031 -0.594 -3.667
H: -0.979 1.519 -2.406
H: -1.968 0.084 -2.806

Properties
**HOMO energy**: -2.855 eV
**HOMO-LUMO gap**: 6.2 eV
**Net charge**: -1
**DFT total energy**: -687.7725 a.u.

=====

(11)
Computed, not measured: a cluster of 2 separate species, C4H12NOS in total in a non-equilibrium geometry, with ωB97M-V/def2-TZVPD.

Element x y z (Å)
C: 2.249 0.435 1.408
N: 1.833 0.931 0.057
C: 0.594 0.475 -0.492
C: -0.426 0.454 0.667
S: -1.959 -0.389 0.068
C: -0.052 1.396 -1.783
H: 1.950 0.999 2.340
H: 3.348 0.244 1.616
H: 1.878 -0.619 1.661
H: 2.545 0.730 -0.572
H: 0.660 -0.520 -0.810
H: -0.583 1.432 1.045
H: -0.248 -0.436 1.307
H: 0.635 1.340 -2.630
H: -1.062 1.032 -1.894
H: -0.088 2.448 -1.528
H: -3.252 -3.401 0.341
H: -3.919 -2.984 -0.736
O: -4.101 -3.567 -0.068

Properties
**HOMO energy**: -2.438 eV
**HOMO-LUMO gap**: 6.1 eV
**Net charge**: -1
**DFT total energy**: -687.7466 a.u.

=====

(12)
Computed, not measured: a cluster of 2 separate species, C4H12NOS in total in a non-equilibrium geometry, with ωB97M-V/def2-TZVPD.

Element x y z (Å)
C: -0.603 -0.524 -2.815
C: 1.711 -1.119 1.769
C: -0.629 -0.468 -1.360
C: -0.837 1.277 0.768
N: -0.586 2.413 1.388
O: -0.932 0.138 1.444
S: -0.749 1.328 -0.918
H: -0.522 -1.585 -3.075
H: -1.535 -0.254 -3.237
H: 0.151 0.063 -3.448
H: 1.410 -1.084 2.860
H: 1.703 -2.187 1.387
H: 1.043 -0.601 1.006
H: 0.427 -0.714 -0.865
H: -1.433 -0.856 -0.908
H: 2.727 -0.684 1.795
H: -0.673 2.405 2.359
H: -0.225 3.123 0.805
H: -0.450 -0.670 1.045

Properties
**HOMO energy**: -14.625 eV
**HOMO-LUMO gap**: 10.5 eV
**Net charge**: +1
**DFT total energy**: -687.4871 a.u.

=====

(13)
Computed, not measured: a cluster of 2 separate species, C4H12NP in total in a non-equilibrium geometry, with ωB97M-V/def2-TZVPD.

Element x y z (Å)
C: 0.031 -0.782 1.488
C: 1.906 0.264 0.161
C: -0.447 1.023 -0.479
C: 0.403 -0.100 0.093
N: 0.339 -1.309 -0.720
P: -3.801 -0.321 -2.735
H: -0.251 -0.042 2.127
H: -0.771 -1.390 1.379
H: 0.821 -1.361 1.900
H: 2.099 1.380 0.319
H: 2.312 -0.011 -0.857
H: 2.354 -0.202 0.896
H: -1.388 0.769 -0.771
H: -0.692 1.747 0.174
H: -0.086 1.463 -1.327
H: -0.601 -1.526 -0.990
H: 1.030 -1.213 -1.448
H: -3.787 -0.616 -1.390

Properties
**HOMO energy (spin up / spin down)**: -8.915 / -8.894 eV
**HOMO-LUMO gap (spin up / spin down)**: 7.3 / 7.3 eV
**Net charge**: 0
**DFT total energy**: -555.5401 a.u.

=====

(14)
Computed, not measured: a cluster of 2 separate species, C4H12NPS in total in a non-equilibrium geometry, with ωB97M-V/def2-TZVPD.

Element x y z (Å)
C: -2.299 0.733 -0.250
C: 1.327 -1.897 -0.293
C: -1.153 0.096 0.420
C: 1.022 -0.738 -1.240
N: 1.537 0.910 0.847
P: 0.350 0.779 -0.416
S: -0.847 3.124 2.107
H: -2.494 1.771 0.243
H: -2.136 0.688 -1.277
H: -3.232 0.074 -0.046
H: 1.829 -1.482 0.581
H: 0.513 -2.476 0.038
H: 2.064 -2.410 -0.853
H: -1.102 -0.979 0.151
H: -1.158 -0.089 1.547
H: 0.224 -0.756 -2.093
H: 1.985 -0.335 -1.580
H: 2.349 1.508 0.487
H: 1.220 1.480 1.626

Properties
**HOMO energy (spin up / spin down)**: -7.815 / -7.859 eV
**HOMO-LUMO gap (spin up / spin down)**: 4.9 / 4.9 eV
**Net charge**: 0
**DFT total energy**: -953.7433 a.u.

=====

(15)
Computed, not measured: the ion C4H12NS with charge +1 in a non-equilibrium geometry, with ωB97M-V/def2-TZVPD.

Element x y z (Å)
C: 2.015 0.926 0.129
C: 0.856 -0.001 0.031
N: 0.165 0.212 -1.349
C: -0.292 0.094 1.042
C: -1.620 -0.611 0.773
S: -1.500 -2.057 -0.313
H: 1.691 1.992 -0.135
H: 2.865 0.671 -0.511
H: 2.244 0.927 1.219
H: 1.184 -1.009 0.095
H: -0.384 1.035 -1.362
H: -0.421 -0.660 -1.469
H: 0.906 0.201 -2.057
H: -0.007 -0.363 1.987
H: -0.680 1.149 1.029
H: -2.350 0.156 0.149
H: -2.100 -0.868 1.747
H: -2.571 -1.794 -1.007

Properties
**Structure (SMILES)**: C[C@H]([NH3+])CCS
**HOMO energy**: -13.721 eV
**HOMO-LUMO gap**: 10.4 eV
**Net charge**: +1
**DFT total energy**: -612.2714 a.u.

=====

(16)
Computed, not measured: a cluster of 2 separate species, C4H12NS in total, with ωB97M-V/def2-TZVPD.

Element x y z (Å)
C: 0.848 0.455 2.281
C: 0.309 2.345 0.852
N: 0.409 1.100 1.042
H: 1.757 -0.108 2.069
H: 0.074 -0.235 2.607
H: 1.038 1.206 3.041
H: 0.514 3.035 1.660
H: -0.008 2.683 -0.124
H: 0.214 0.496 0.209
C: 0.616 -1.222 -2.195
S: -0.666 -0.046 -1.723
C: -1.774 -1.175 -0.838
H: 0.210 -1.965 -2.873
H: 1.039 -1.725 -1.330
H: 1.412 -0.681 -2.700
H: -2.625 -0.588 -0.490
H: -2.096 -1.959 -1.516
H: -1.271 -1.616 0.027

Properties
**HOMO energy**: -12.826 eV
**HOMO-LUMO gap**: 8.3 eV
**Net charge**: +1
**DFT total energy**: -612.2749 a.u.

=====

(17)
Computed, not measured: a cluster of 3 separate species, C4H12NS in total in a non-equilibrium geometry, with ωB97M-V/def2-TZVPD.

Element x y z (Å)
C: 0.654 1.477 -2.052
C: 1.373 1.943 -0.832
C: 2.316 2.894 -0.889
C: -0.441 -0.391 1.158
S: -0.933 -1.350 -0.183
N: -2.088 -3.562 2.023
H: -0.437 1.486 -2.091
H: 0.983 0.490 -2.414
H: 0.952 2.031 -2.944
H: 1.115 1.343 0.050
H: 2.737 3.348 -0.006
H: 2.610 3.046 -1.918
H: 0.606 -0.636 1.313
H: -1.174 -0.532 1.963
H: -2.094 -1.746 0.327
H: -1.151 -3.231 1.856
H: -2.219 -3.625 3.024
H: -2.809 -2.985 1.616

Properties
**HOMO energy**: -12.742 eV
**HOMO-LUMO gap**: 4.5 eV
**Net charge**: +1
**DFT total energy**: -612.1104 a.u.

=====

(18)
Computed, not measured: a cluster of 3 separate species, C4H12O2 in total, with ωB97M-V/def2-TZVPD.

Element x y z (Å)
C: -1.314 -0.843 -2.319
C: -0.637 -0.015 -1.276
C: -1.185 0.391 -0.140
C: -0.639 1.381 0.851
H: -0.609 -1.559 -2.755
H: -2.189 -1.368 -1.931
H: -1.651 -0.195 -3.132
H: 0.420 0.206 -1.429
H: -2.226 0.112 0.025
H: 0.106 2.017 0.376
H: -1.455 1.943 1.292
H: -0.099 0.903 1.670
O: 1.328 -1.386 0.902
H: 0.545 -1.069 0.427
H: 1.382 -2.320 0.683
O: 2.822 0.897 2.009
H: 2.296 0.102 1.823
H: 3.104 0.803 2.925

Properties
**Structure (SMILES)**: C/C=C/C.O.O
**HOMO energy**: -9.513 eV
**HOMO-LUMO gap**: 10.3 eV
**Net charge**: 0
**DFT total energy**: -310.0589 a.u.

=====

(19)
Computed, not measured: a cluster of 2 separate species, C4H12O2 in total in a non-equilibrium geometry, with ωB97M-V/def2-TZVPD.

Element x y z (Å)
C: -0.603 -0.365 -0.418
C: 0.611 0.438 -0.823
C: 1.742 0.433 0.228
C: 2.909 1.345 -0.144
O: 1.226 0.598 1.542
H: -1.226 -0.546 -1.310
H: -0.360 -1.353 -0.010
H: -1.106 0.215 0.358
H: 0.213 1.424 -1.054
H: 1.065 0.190 -1.783
H: 1.998 -0.644 0.246
H: 3.404 1.286 0.827
H: 2.602 2.363 -0.415
H: 3.415 0.795 -0.955
H: 0.954 1.504 1.704
O: -5.617 -2.515 0.272
H: -4.939 -2.254 0.907
H: -6.289 -2.918 0.829

Properties
**Structure (SMILES)**: CC[C@@H](C)O.O
**HOMO energy**: -10.089 eV
**HOMO-LUMO gap**: 11.0 eV
**Net charge**: 0
**DFT total energy**: -310.0551 a.u.

=====

(20)
Computed, not measured: a cluster of 2 separate species, C4H12O2 in total in a non-equilibrium geometry, with ωB97M-V/def2-TZVPD.

Element x y z (Å)
C: -0.438 1.642 2.323
C: -0.452 2.563 1.095
O: -0.958 1.852 -0.038
H: 0.421 1.946 2.927
H: -1.220 1.912 3.042
H: -0.563 0.562 2.177
H: 0.551 2.878 0.867
H: -1.121 3.444 1.209
H: -1.763 1.382 0.182
C: 1.412 -2.494 -1.835
C: -0.053 -2.037 -1.516
O: -0.107 -1.229 -0.349
H: 2.077 -2.163 -1.036
H: 1.401 -3.575 -1.954
H: 1.680 -1.952 -2.741
H: -0.599 -2.974 -1.439
H: -0.437 -1.439 -2.334
H: 0.167 -0.319 -0.581

Properties
**Structure (SMILES)**: CCO.CCO
**HOMO energy**: -9.924 eV
**HOMO-LUMO gap**: 10.9 eV
**Net charge**: 0
**DFT total energy**: -310.0329 a.u.

=====

Energy above the lowest of the compared OMol25 structures with the same formula, charge and spin for every record listed, in sequence, given in kJ/mol: 70.1; 375.3; 188.7; 205.4; 122.8; 307.4; 146.3; 247.2; 156.0; 145.8; 213.8; 153.3; 462.9; 422.0; 87.4; 78.4; 510.2; 36.7; 46.8; 105.1.